Entry 1:
Formula: C5H10O
Source: OMol25
Level of theory: ωB97M-V/def2-TZVPD

```
16
Properties=species:S:1:pos:R:3:mulliken_charge:R:1
C -0.705 1.341 -0.127 -1.4392
C 0.194 0.110 -0.136 1.4438
C 1.617 0.459 0.263 -1.6046
C -0.398 -1.066 0.686 -0.8553
C -0.782 -1.478 -1.270 -0.7043
O 0.215 -0.509 -1.426 -0.3296
H -0.289 2.108 -0.787 0.3678
H -0.780 1.754 0.886 0.3582
H -1.715 1.097 -0.474 0.3036
H 2.019 1.235 -0.397 0.3781
H 2.258 -0.424 0.186 0.3841
H 1.642 0.830 1.294 0.3723
H -1.293 -0.856 1.273 0.3562
H 0.347 -1.601 1.285 0.4168
H -1.759 -0.966 -1.136 0.2156
H -0.572 -2.032 -0.121 0.3365
```

Output
- E: -271.580569 Ha
- LUMO level: 0.782 eV
- ΔE to the lowest compared entry with this formula, charge and spin: 107.96 kcal/mol



Entry 2:
Formula: C5H10O
Source: OMol25
Level of theory: ωB97M-V/def2-TZVPD

```
16
Properties=species:S:1:pos:R:3:mulliken_charge:R:1
C 1.283 -0.051 0.890 -1.4036
C 0.013 0.724 0.531 1.1147
C -0.874 1.043 1.731 -1.3770
C -0.788 0.177 -0.632 -0.8091
O -0.125 -0.874 -1.047 -0.0541
C -0.324 -1.264 -2.399 -0.5969
H 1.897 -0.217 -0.001 0.3208
H 1.035 -1.039 1.296 0.3135
H 1.883 0.491 1.626 0.4081
H 0.308 1.691 0.082 0.1670
H -1.190 0.118 2.227 0.3397
H -1.770 1.588 1.417 0.3751
H -0.329 1.649 2.461 0.3512
H -1.366 -1.158 -2.702 0.3001
H 0.303 -0.593 -2.988 0.3103
H 0.044 -2.286 -2.492 0.2400
```

Output
- E: -271.640357 Ha
- LUMO level: 1.000 eV
- ΔE to the lowest compared entry with this formula, charge and spin: 70.44 kcal/mol



Entry 3:
Formula: C5H10O
Source: OMol25
Level of theory: ωB97M-V/def2-TZVPD

```
16
Properties=species:S:1:pos:R:3:mulliken_charge:R:1
C -1.628 0.122 1.017 -1.1297
C -0.252 -0.522 1.137 -0.3303
C 0.813 0.398 0.474 -0.7713
C 0.612 0.613 -0.993 -0.5575
C 0.934 -0.615 -1.893 -0.0392
O 1.140 -1.730 -1.510 -0.4570
H -1.957 0.303 -0.004 0.3215
H -2.356 -0.601 1.397 0.3419
H -1.765 1.070 1.544 0.2986
H -0.155 -1.530 0.740 0.3295
H 0.029 -0.503 2.197 0.2520
H 1.846 0.015 0.608 0.3074
H 0.938 1.306 1.073 0.4173
H 1.327 1.317 -1.457 0.3518
H -0.402 0.802 -1.349 0.2885
H 0.876 -0.445 -2.981 0.3766
```

Output
- E: -271.723762 Ha
- LUMO level: 1.028 eV
- ΔE to the lowest compared entry with this formula, charge and spin: 18.11 kcal/mol
- Structure (SMILES): CCCCC=O



Entry 4:
Formula: C5H10O
Source: OMol25
Level of theory: ωB97M-V/def2-TZVPD

```
16
Properties=species:S:1:pos:R:3:mulliken_charge:R:1
C 1.270 -1.580 0.215 -1.0952
C 0.244 -0.630 -0.333 -0.4735
C 0.249 0.677 -0.129 0.3803
C 0.931 1.841 0.449 -0.4900
C -0.347 1.992 -0.382 -0.5652
H 1.914 -1.082 0.946 0.2943
H 1.907 -1.973 -0.587 0.3575
H 0.781 -2.428 0.706 0.3393
H -0.554 -1.061 -0.940 0.4205
H 0.864 2.020 1.520 0.2186
H 1.869 2.163 0.000 0.2089
H -0.262 2.419 -1.379 0.2137
H -1.258 2.270 0.144 0.2146
O -1.497 -1.355 2.069 -0.6631
H -2.274 -1.486 1.514 0.3242
H -0.986 -0.688 1.589 0.3152
```

Output
- E: -271.681826 Ha
- LUMO level: 0.964 eV
- ΔE to the lowest compared entry with this formula, charge and spin: 44.42 kcal/mol
- Structure (SMILES): CC=C1CC1.O



Entry 5:
Formula: C5H10O
Source: OMol25
Level of theory: ωB97M-V/def2-TZVPD

```
16
Properties=species:S:1:pos:R:3:mulliken_charge:R:1
C -1.615 -0.474 0.353 -1.1460
C -0.928 0.568 -0.503 0.1650
C 0.159 1.428 0.058 -0.7056
C 0.480 0.388 -1.011 0.0625
C 1.350 -0.800 -0.785 -0.2444
O 1.048 -1.824 -0.213 -0.4829
H -1.963 -1.310 -0.260 0.3055
H -0.941 -0.880 1.110 0.2150
H -2.482 -0.033 0.860 0.3679
H -1.582 1.055 -1.226 0.3326
H 0.222 2.471 -0.244 0.2736
H 0.484 1.240 1.078 0.1773
H 0.705 0.818 -1.984 0.3663
H 2.368 -0.679 -1.216 0.3435
H 1.376 -0.730 2.259 0.1365
H 1.320 -1.239 1.724 -0.1669
```

Output
- E: -271.669264 Ha
- LUMO level: 0.922 eV
- ΔE to the lowest compared entry with this formula, charge and spin: 52.30 kcal/mol
- Structure (SMILES): C[C@H]1C[C@H]1C=O.[H][H]



Entry 6:
Formula: C5H10O
Source: OMol25
Level of theory: ωB97M-V/def2-TZVPD

```
16
Properties=species:S:1:pos:R:3:mulliken_charge:R:1
C 1.777 0.272 -0.082 -1.0722
C 0.561 -0.469 0.306 -0.4296
C -1.031 1.649 1.372 -1.0113
C -0.317 -0.669 -0.827 0.2563
C -0.579 -2.119 -1.091 -0.5025
O -1.586 -1.292 -0.585 -0.3697
H 2.648 -0.353 0.025 0.3757
H 1.942 1.052 0.641 0.3090
H 1.863 0.740 -1.059 0.3446
H -0.514 0.618 1.452 0.2694
H -0.642 2.261 2.190 0.3158
H -2.100 1.464 1.494 0.3072
H -0.848 2.146 0.413 0.2367
H -0.322 -0.016 -1.711 0.4167
H -0.666 -2.422 -2.138 0.2639
H -0.185 -2.863 -0.399 0.2901
```

Output
- E: -271.563881 Ha
- LUMO level: 0.094 eV
- ΔE to the lowest compared entry with this formula, charge and spin: 118.43 kcal/mol



Entry 7:
Formula: C5H10O
Source: OMol25
Level of theory: ωB97M-V/def2-TZVPD

```
16
Properties=species:S:1:pos:R:3:mulliken_charge:R:1
O -1.143 1.923 0.497 -0.4638
C -0.075 1.978 -0.380 -0.5841
C 0.493 0.367 -1.077 -0.8780
C 0.427 -0.521 0.093 -0.0807
C 0.182 -1.990 0.002 -0.6365
C -0.912 -1.080 0.487 -0.6004
H -0.829 1.507 1.315 0.3269
H 0.835 2.347 0.085 0.3142
H -0.223 1.823 -1.420 0.4072
H 1.507 0.534 -1.480 0.4190
H -0.085 -0.063 -1.939 0.3545
H 1.072 -0.168 0.895 0.3878
H 0.088 -2.426 -0.988 0.2390
H 0.684 -2.617 0.729 0.2477
H -1.752 -0.886 -0.177 0.2097
H -1.176 -1.104 1.540 0.3375
```

Output
- E: -271.617987 Ha
- LUMO level: 1.012 eV
- ΔE to the lowest compared entry with this formula, charge and spin: 84.48 kcal/mol
- Structure (SMILES): OCCC1CC1



Entry 8:
Formula: C5H10O
Source: OMol25
Level of theory: ωB97M-V/def2-TZVPD

```
16
Properties=species:S:1:pos:R:3:mulliken_charge:R:1
O -1.667 0.211 0.963 -0.5470
C -1.077 0.244 -0.330 0.0329
C -0.294 -1.038 -0.619 -0.7808
C 0.953 -0.922 0.279 -0.4825
C 1.165 0.602 0.493 -0.5770
C 0.021 1.301 -0.274 -0.7901
H -2.206 -0.588 1.017 0.3409
H -1.841 0.450 -1.096 0.3392
H -0.881 -1.948 -0.437 0.3805
H -0.014 -1.046 -1.680 0.2907
H 1.822 -1.406 -0.178 0.3282
H 0.779 -1.416 1.240 0.2279
H 1.099 0.850 1.556 0.2313
H 2.149 0.930 0.147 0.3394
H -0.331 2.215 0.215 0.3610
H 0.325 1.560 -1.295 0.3054
```

Output
- E: -271.748303 Ha
- LUMO level: 0.966 eV
- ΔE to the lowest compared entry with this formula, charge and spin: 2.71 kcal/mol
- Structure (SMILES): OC1CCCC1



Entry 9:
Formula: C5H10O
Source: OMol25
Level of theory: ωB97M-V/def2-TZVPD

```
16
Properties=species:S:1:pos:R:3:mulliken_charge:R:1
C 2.525 0.345 -0.242 -1.2076
C 1.284 -0.255 0.392 -0.1860
O 0.169 0.024 -0.435 -0.3639
C -1.014 -0.551 0.067 0.3118
C -1.733 0.044 1.192 -0.8306
C -2.248 0.035 -0.653 -0.8159
H 3.405 0.151 0.381 0.3745
H 2.414 1.427 -0.356 0.2996
H 2.700 -0.088 -1.231 0.3016
H 1.403 -1.344 0.511 0.2785
H 1.125 0.166 1.398 0.2912
H -0.969 -1.644 0.027 0.3787
H -2.862 0.582 0.122 0.2942
H -1.339 1.079 1.258 0.2554
H -2.939 -0.723 -1.021 0.2955
H -1.920 0.752 -1.410 0.3229
```

Output
- E: -271.592311 Ha
- LUMO level: 1.001 eV
- ΔE to the lowest compared entry with this formula, charge and spin: 100.59 kcal/mol



Entry 10:
Formula: C5H10O2
Source: OMol25
Level of theory: ωB97M-V/def2-TZVPD

```
17
Properties=species:S:1:pos:R:3:mulliken_charge:R:1
C -2.151 -1.982 -0.545 -0.9913
C -1.165 -1.209 0.259 -0.5695
C -1.053 0.166 0.217 -0.2332
C -0.005 0.952 0.761 -0.4864
C 0.389 2.219 0.318 -0.6092
O 1.744 2.587 0.282 -0.2973
H -2.513 -2.873 -0.015 0.2719
H -1.785 -2.430 -1.475 0.1711
H -2.993 -1.377 -0.886 0.3196
H -0.626 -1.757 1.026 0.3953
H -1.886 0.708 -0.238 0.2354
H 0.686 0.451 1.449 0.4512
H -0.213 2.782 -0.389 0.2312
H 2.295 1.795 0.363 0.1817
H 1.777 -1.126 -0.389 0.3386
H 0.834 -1.939 -1.179 0.3388
O 1.755 -1.972 -0.861 -0.7480
```

Output
- E: -346.903249 Ha
- Total charge: -1
- Expectation value of S²: 0.778
- LUMO level (spin up / spin down): 4.129 / 4.021 eV
- ΔE to the lowest compared entry with this formula, charge and spin: 18.78 kcal/mol
- Multiplicity: 2